{
  "formula": "C14H20F4N2O7",
  "method": "wB97M-V/def2-TZVPD",
  "relative_energy_ev": 1.794,
  "molar_mass_da": 404.3,
  "smiles": "CCCO[C@@]1(COC)[C@H](N(C(=O)F)C(=O)F)OC(=O)C1(F)F.CNC(C)=O",
  "symbols": ["C", "C", "C", "O", "C", "C", "O", "C", "C", "N", "C", "O", "F", "C", "O", "F", "O", "C", "O", "C", "F", "F", "H", "H", "H", "H", "H", "H", "H", "H", "H", "H", "H", "H", "H", "C", "N", "C", "C", "O", "H", "H", "H", "H", "H", "H", "H"],
  "xyz": [[0.75, -3.62, -0.51], [0.90, -2.10, -0.96], [-0.55, -1.50, -0.88], [-0.99, -1.69, 0.49], [-1.48, -0.52, 1.07], [-0.58, 0.74, 1.15], [0.77, 0.44, 1.49], [1.46, 1.71, 1.57], [-3.03, -0.33, 0.78], [-3.81, 0.50, 1.74], [-3.54, 1.91, 1.59], [-3.26, 2.46, 0.60], [-3.66, 2.64, 2.73], [-5.24, 0.31, 1.61], [-5.85, -0.37, 2.31], [-5.84, 1.03, 0.62], [-3.51, -1.66, 1.10], [-2.97, -1.92, 2.38], [-3.45, -2.73, 3.07], [-1.68, -1.01, 2.58], [-1.70, -0.06, 3.55], [-0.73, -1.96, 2.88], [-0.27, -3.94, -0.86], [1.54, -4.27, -0.95], [0.70, -3.70, 0.60], [1.56, -1.64, -0.19], [1.36, -1.99, -1.98], [-1.21, -2.13, -1.53], [-0.60, -0.45, -1.25], [-0.56, 1.19, 0.11], [-0.97, 1.55, 1.82], [2.49, 1.58, 1.16], [1.47, 2.09, 2.63], [0.97, 2.50, 0.96], [-3.36, -0.23, -0.28], [3.21, 2.88, -2.74], [2.73, 1.51, -2.73], [3.46, 0.37, -2.58], [4.95, 0.50, -2.40], [2.89, -0.72, -2.59], [2.72, 3.43, -1.94], [2.95, 3.34, -3.70], [4.29, 2.94, -2.61], [1.75, 1.35, -2.85], [5.38, -0.49, -2.29], [5.39, 0.98, -3.27], [5.17, 1.07, -1.50]],
  "mulliken_charge": [-1.057, -0.130, -0.768, -0.268, 0.972, -1.312, -0.324, -0.769, -0.707, 0.322, 0.420, -0.376, -0.275, 0.522, -0.348, -0.241, -0.474, 0.130, -0.474, 1.001, -0.301, -0.315, 0.262, 0.361, 0.218, 0.147, 0.395, 0.381, 0.350, 0.657, 0.574, 0.259, 0.252, 0.357, 0.590, -0.881, -0.143, 0.830, -1.394, -0.610, 0.265, 0.316, 0.334, 0.203, 0.307, 0.381, 0.363]
}

{
  "formula": "C14H20F7NO12S",
  "method": "wB97M-V/def2-TZVPD",
  "molar_mass_da": 559.4,
  "total_energy_ha": -2600.37893,
  "smiles": "O=C1c2cc(O)c(S(=O)(=O)F)c(CCC(F)=C(F)F)c2C(=O)N1COC(F)(F)F.O.O.O.O.O.O",
  "symbols": ["O", "C", "C", "C", "C", "O", "C", "S", "O", "O", "F", "C", "C", "C", "C", "F", "C", "F", "F", "C", "C", "O", "N", "C", "O", "C", "F", "F", "F", "H", "H", "H", "H", "H", "H", "H", "H", "O", "H", "H", "O", "H", "H", "O", "H", "H", "O", "H", "H", "O", "H", "H", "O", "H", "H"],
  "xyz": [[4.95, -0.89, 0.22], [3.91, -1.09, -0.31], [2.82, -0.08, -0.45], [2.68, 1.12, 0.20], [1.56, 1.89, -0.11], [1.39, 3.07, 0.49], [0.61, 1.41, -1.04], [-0.78, 2.41, -1.49], [-0.94, 2.38, -2.90], [-0.76, 3.69, -0.89], [-1.97, 1.63, -0.87], [0.73, 0.13, -1.65], [-0.30, -0.46, -2.58], [-0.83, -1.84, -2.17], [-1.38, -1.91, -0.77], [-0.86, -1.19, 0.23], [-2.39, -2.72, -0.48], [-2.78, -3.66, -1.31], [-3.05, -2.66, 0.66], [1.89, -0.57, -1.34], [2.39, -1.87, -1.82], [2.09, -2.51, -2.78], [3.43, -2.27, -0.92], [4.39, -3.15, -1.60], [5.49, -3.38, -0.74], [6.61, -3.75, -1.38], [6.40, -4.80, -2.18], [7.51, -4.08, -0.48], [7.11, -2.77, -2.13], [3.42, 1.44, 0.92], [2.02, 3.20, 1.20], [0.18, -0.57, -3.55], [-1.15, 0.18, -2.74], [-1.67, -2.06, -2.83], [-0.12, -2.64, -2.32], [4.71, -2.73, -2.55], [3.90, -4.09, -1.81], [-4.30, -0.13, 2.09], [-4.21, -1.01, 1.71], [-3.76, 0.43, 1.52], [-3.57, 2.71, 2.58], [-3.74, 3.05, 1.69], [-4.31, 2.12, 2.77], [-5.17, 1.74, 4.82], [-4.25, 1.91, 5.05], [-5.22, 0.78, 4.71], [-4.10, -0.27, -1.62], [-4.77, -0.74, -1.11], [-4.40, 0.65, -1.61], [-0.70, 3.98, 2.07], [-0.85, 4.21, 1.15], [-1.38, 3.32, 2.26], [-2.31, 3.82, 5.57], [-2.16, 3.98, 4.63], [-2.02, 4.63, 5.99]],
  "mulliken_charge": [-0.526, -0.215, -0.238, -0.593, 1.378, -0.436, 0.116, 1.298, -0.655, -0.693, -0.060, -0.519, -1.383, -0.814, 0.675, -0.319, 0.182, -0.254, -0.241, 0.938, 0.215, -0.609, 0.152, -0.726, -0.311, 0.931, -0.265, -0.252, -0.253, 0.427, 0.308, 0.350, 0.586, 0.491, 0.484, 0.459, 0.337, -0.588, 0.275, 0.330, -0.575, 0.290, 0.314, -0.675, 0.335, 0.308, -0.556, 0.284, 0.278, -0.609, 0.305, 0.320, -0.615, 0.317, 0.295]
}

{
  "formula": "C14H20FN4O7Pt",
  "method": "wB97M-V/def2-TZVPD",
  "charge": 1,
  "relative_energy_ev": 0.000,
  "molar_mass_da": 570.4,
  "symbols": ["Pt", "C", "N", "C", "C", "O", "C", "O", "C", "C", "O", "N", "C", "C", "H", "H", "H", "H", "H", "H", "H", "H", "H", "H", "H", "H", "H", "H", "H", "H", "F", "C", "C", "N", "C", "C", "O", "O", "C", "O", "N", "C", "O", "H", "H", "H", "H"],
  "xyz": [[0.43, 1.32, -0.11], [4.24, -0.13, 3.01], [3.49, -0.31, 1.76], [4.19, -0.97, 0.66], [2.22, 0.04, 1.63], [1.60, -0.20, 0.55], [1.50, 0.72, 2.79], [0.18, 0.25, 2.82], [-0.88, 1.17, 2.73], [-1.78, 0.71, 1.58], [-1.25, 0.36, 0.49], [-3.09, 0.64, 1.74], [-3.94, 0.15, 0.65], [-3.78, 0.95, 2.99], [5.29, -0.25, 2.78], [3.95, -0.88, 3.75], [4.09, 0.86, 3.42], [5.14, -0.46, 0.49], [3.59, -0.93, -0.24], [4.39, -2.01, 0.92], [1.57, 1.80, 2.66], [1.97, 0.45, 3.73], [-0.55, 2.19, 2.51], [-1.42, 1.17, 3.68], [-3.34, -0.01, -0.24], [-4.72, 0.89, 0.45], [-4.40, -0.79, 0.95], [-3.37, 1.83, 3.47], [-3.75, 0.10, 3.67], [-4.82, 1.17, 2.75], [-2.57, 7.96, -1.61], [-1.81, 7.20, -0.83], [-0.73, 6.58, -1.30], [0.07, 5.80, -0.47], [1.17, 5.02, -1.00], [0.88, 3.54, -0.86], [1.82, 2.71, -0.67], [-0.31, 3.09, -0.84], [-0.26, 5.57, 0.85], [0.38, 4.79, 1.54], [-1.34, 6.27, 1.30], [-2.21, 7.09, 0.57], [-3.17, 7.61, 1.09], [-0.43, 6.66, -2.33], [2.08, 5.21, -0.44], [1.33, 5.28, -2.04], [-1.57, 6.14, 2.28]],
  "mulliken_charge": [0.830, -1.017, 0.182, -1.015, 0.704, -0.892, -0.630, -0.437, -0.473, 0.681, -0.911, 0.165, -1.008, -1.012, 0.305, 0.351, 0.407, 0.361, 0.325, 0.364, 0.346, 0.570, 0.230, 0.588, 0.299, 0.353, 0.378, 0.425, 0.327, 0.319, -0.290, 0.205, 0.051, 0.111, -0.859, 1.110, -0.628, -0.599, 0.418, -0.644, -0.058, 0.339, -0.569, 0.353, 0.317, 0.395, 0.233]
}

{
  "formula": "C14H20IIrNOS",
  "method": "wB97M-V/def2-TZVPD",
  "charge": 1,
  "relative_energy_ev": 3.407,
  "molar_mass_da": 569.5,
  "symbols": ["Ir", "C", "C", "C", "C", "C", "H", "H", "H", "H", "H", "C", "S", "C", "O", "H", "H", "H", "H", "H", "H", "I", "C", "H", "H", "N", "C", "C", "C", "C", "C", "C", "H", "H", "H", "H", "H", "H", "H"],
  "xyz": [[1.30, -0.11, 0.96], [2.56, 1.91, 0.96], [3.55, 1.01, 0.59], [3.76, 0.11, 1.68], [2.89, 0.47, 2.72], [2.13, 1.58, 2.29], [2.25, 2.77, 0.38], [4.10, 1.02, -0.34], [4.47, -0.69, 1.72], [2.86, 0.02, 3.70], [1.47, 2.16, 2.92], [-2.71, -2.06, -0.86], [-1.28, -2.48, 0.12], [-2.13, -3.23, 1.49], [-0.79, -1.13, 0.63], [-3.21, -2.99, -1.15], [-2.36, -1.53, -1.74], [-3.37, -1.43, -0.26], [-2.69, -4.08, 1.13], [-2.78, -2.48, 1.94], [-1.37, -3.56, 2.20], [1.82, -2.89, 1.78], [2.07, -1.75, -0.02], [1.46, -2.20, -0.80], [3.13, -1.75, -0.24], [-0.34, 1.40, 0.61], [-0.86, 1.52, -0.74], [-2.23, 1.59, -0.95], [-2.72, 1.74, -2.24], [-1.85, 1.81, -3.32], [-0.48, 1.72, -3.10], [0.02, 1.57, -1.81], [-1.08, 1.14, 1.25], [0.05, 2.29, 0.92], [-2.91, 1.55, -0.11], [-3.79, 1.81, -2.40], [-2.23, 1.94, -4.32], [0.21, 1.76, -3.94], [1.08, 1.47, -1.64]],
  "mulliken_charge": [1.189, -0.329, -0.432, -0.494, -0.538, -0.643, 0.575, 0.382, 0.507, 0.417, 0.462, -1.004, 0.397, -0.994, -0.592, 0.485, 0.270, 0.321, 0.445, 0.305, 0.275, 0.016, -1.201, 0.496, 0.562, -0.548, 0.786, -0.518, -0.652, -0.494, -0.736, -0.313, 0.273, 0.387, 0.393, 0.401, 0.417, 0.407, 0.320]
}

{
  "formula": "C14H20N2O3",
  "method": "wB97M-V/def2-TZVPD",
  "relative_energy_ev": 13.260,
  "molar_mass_da": 264.3,
  "smiles": "CCCCc1ccc(NC(=O)N[C@@H](C)C(=O)O)cc1",
  "symbols": ["C", "C", "C", "C", "C", "C", "C", "C", "N", "C", "O", "N", "C", "C", "C", "O", "O", "C", "C", "H", "H", "H", "H", "H", "H", "H", "H", "H", "H", "H", "H", "H", "H", "H", "H", "H", "H", "H", "H"],
  "xyz": [[-6.33, -1.55, 1.24], [-5.61, -0.71, -0.05], [-4.22, -0.57, 0.16], [-3.75, 0.09, -0.83], [-2.22, 0.49, -0.89], [-1.30, -0.42, -1.28], [0.14, -0.30, -0.96], [0.46, 1.09, -0.25], [1.79, 1.13, 0.13], [3.00, 0.24, -0.24], [2.92, -0.72, -0.78], [4.24, 1.07, 0.07], [5.35, 0.32, -0.31], [6.57, 0.77, 0.75], [5.11, -1.10, -0.01], [5.63, -1.83, -0.95], [4.66, -1.55, 1.18], [-0.54, 1.90, 0.06], [-1.75, 1.41, -0.20], [-6.11, -0.99, 2.07], [-7.44, -1.71, 1.26], [-5.90, -2.47, 1.31], [-6.25, 0.35, -0.11], [-5.88, -1.38, -1.10], [-4.11, -0.13, 0.94], [-3.81, -1.58, 0.36], [-4.21, 1.04, -1.15], [-3.83, -0.43, -1.91], [-1.53, -1.29, -1.70], [0.80, -0.99, -1.41], [2.03, 2.13, 0.46], [4.15, 1.94, 0.63], [5.72, 0.54, -1.18], [6.66, 1.64, 0.70], [7.45, 0.41, 0.47], [6.12, 0.44, 1.88], [4.59, -2.39, 0.74], [-0.13, 2.68, 0.57], [-2.48, 2.41, 0.29]],
  "mulliken_charge": [-1.377, -0.224, -0.642, -1.026, 0.226, -0.567, -0.861, 0.772, -0.168, 0.303, -0.396, -0.257, 0.133, -1.790, 0.536, -0.649, -0.419, -1.399, 0.229, 0.417, 0.324, 0.430, 0.229, 0.219, 0.697, 0.369, 0.360, 0.264, 0.575, 0.480, 0.188, 0.296, 0.407, 0.770, 0.452, 0.272, 0.309, 0.520, -0.001]
}